{
  "formula": "C2H7N3O2",
  "method": "ωB97M-V with the def2-TZVPD basis set",
  "elements": ["C", "H", "N", "H", "H", "N", "H", "N", "H", "C", "H", "O", "H", "O"],
  "coordinates": [[1.529389, -0.328053, 0.327640], [-0.877048, -1.916580, -1.203801], [-1.679135, 0.764427, -0.049933], [0.426587, 0.418352, 1.207955], [1.733686, -1.256809, 0.877358], [0.389693, -0.492086, -0.635676], [-2.091359, 1.670272, 0.115793], [-0.225262, -1.742290, -0.449906], [1.300606, 1.658268, -0.398814], [-0.324827, 0.737884, -0.108110], [-0.695235, -1.838704, 0.452901], [2.397595, 0.526730, 0.049204], [-2.153339, -0.065702, 0.265417], [0.268648, 1.864289, -0.450028]],
  "forces_ev_per_a": [[0.33, 0.58, -1.51], [0.09, 0.05, 0.04], [0.21, -0.06, -0.20], [-0.68, 0.18, -0.18], [-0.11, 0.25, 0.28], [-0.36, 1.32, 0.29], [-0.04, -0.23, 0.16], [-0.12, 0.21, 0.24], [-1.38, 0.12, -0.11], [1.98, -1.82, 0.51], [0.01, 0.05, -0.01], [-0.97, -0.79, 0.57], [-0.04, 0.23, 0.02], [1.09, -0.09, -0.10]],
  "mulliken_charge": [0.000, 0.268, -0.428, 0.107, 0.392, 0.053, 0.254, -0.629, 0.447, 0.163, 0.244, -0.604, 0.202, -0.468],
  "total_charge": 0
}

{
  "formula": "C23H61O24P5S2",
  "method": "ωB97M-V with the def2-TZVPD basis set",
  "elements": ["O", "H", "H", "H", "H", "H", "O", "H", "H", "H", "H", "H", "H", "C", "O", "H", "H", "H", "O", "P", "H", "C", "C", "C", "H", "C", "O", "H", "O", "C", "C", "H", "O", "C", "C", "H", "O", "P", "S", "O", "H", "S", "H", "H", "H", "C", "H", "H", "H", "H", "H", "P", "H", "C", "H", "H", "C", "H", "H", "P", "H", "H", "H", "H", "H", "O", "C", "H", "C", "O", "H", "C", "O", "C", "C", "H", "H", "C", "O", "H", "O", "O", "O", "C", "H", "H", "C", "O", "H", "H", "H", "H", "H", "H", "C", "O", "O", "H", "H", "O", "O", "H", "H", "H", "H", "H", "H", "H", "C", "H", "O", "O", "C", "P", "O"],
  "coordinates": [[0.575892, -1.526736, -2.100189], [-1.125938, -2.349576, 1.871511], [-9.342378, 1.902234, -12.567729], [-7.168538, -6.755666, 7.809041], [-5.586628, -0.099376, -10.295529], [-0.037878, -0.395766, 0.269461], [3.608882, -4.348866, 9.393341], [-3.684158, 13.028314, -8.844389], [-5.143768, 13.040844, -9.752779], [-0.432338, -3.734816, -1.660859], [8.229832, -8.623946, 3.560121], [-1.768278, -0.445736, 0.458701], [3.370322, -2.539346, 6.324561], [8.929862, -8.011856, 4.128801], [-7.905958, 0.363934, -12.394159], [0.385762, -6.736816, 9.496381], [9.410502, -3.345476, 0.368061], [-6.981838, -2.563226, -14.239229], [6.466872, 9.432364, 4.222201], [5.183562, 9.968764, 4.850051], [2.032682, -1.382016, 6.840831], [-5.870518, -9.975006, 6.484731], [9.285682, -4.428306, 0.365971], [4.970792, -4.153326, 9.067871], [6.551572, 12.065984, 4.394781], [-1.780728, -3.399356, 0.004331], [9.149352, -4.954026, 1.669541], [5.300972, 13.185764, 5.074401], [-5.712748, 1.489364, -13.526959], [-8.367018, 1.695174, -12.127379], [-1.396568, -3.245446, -1.523489], [-4.185398, -8.631056, 6.069591], [9.204222, -7.356756, 0.805641], [-5.909448, -7.399486, 5.960561], [6.265192, -6.621826, 1.146431], [-3.672138, 7.117964, -7.158489], [2.698952, -5.428086, 6.948271], [8.869822, -6.478096, 1.975541], [-0.835208, -1.487086, -1.718549], [-6.986838, -0.387656, -14.799979], [5.569592, -5.059216, 8.973561], [-7.149348, -9.284756, 7.588031], [-7.231208, -1.931946, -15.876399], [-8.402988, 1.876434, -11.053159], [-6.658608, -7.047776, 5.251221], [4.566592, 10.270434, 7.548331], [5.404432, -7.212666, 1.459651], [-3.785338, 12.609374, -10.641049], [0.208692, 10.463124, -9.002249], [5.869142, -5.653586, 0.840241], [-2.144168, 8.029114, -7.182889], [2.451562, -4.538466, 8.151411], [0.877572, -5.885306, 10.866591], [-0.706008, 10.769704, -8.494879], [6.736392, -7.139136, 0.310701], [3.794722, 9.504224, 7.475971], [-4.205238, 12.497854, -9.641369], [-1.776188, -4.404716, 0.425431], [-5.087258, -8.903076, 4.594341], [-6.473868, 0.218674, -13.337399], [8.467312, -4.786056, -0.258829], [4.855082, 7.154924, 5.069581], [5.420732, -3.799366, 9.995431], [3.230212, 7.152884, 5.300891], [-7.763348, 2.492604, -12.560739], [9.444292, -6.861726, 3.438131], [-5.189798, -8.777086, 5.672171], [-5.150718, -10.553366, 7.063951], [-0.838958, -2.392916, 0.820861], [3.906692, 8.990184, 4.936441], [-0.643628, 11.791714, -8.121109], [-5.194278, -0.763546, -11.065619], [-4.433448, 11.159294, -9.219649], [1.213532, -6.126906, 9.858201], [3.972582, 7.675444, 4.697631], [8.540052, -7.807066, 5.125901], [-4.125358, -0.612206, -11.215989], [-0.899958, -1.061196, 0.223441], [4.634892, 11.401054, 4.293731], [2.122962, -6.720176, 9.953431], [-5.682138, -0.912076, -12.441119], [-1.897868, 10.424554, -9.162279], [2.007232, -3.012836, 7.854791], [-7.419428, -1.750016, -14.818299], [5.075452, 9.907154, 8.441191], [5.213562, -3.381036, 8.337991], [-3.039058, 7.777494, -7.752059], [-1.794208, -0.611516, -2.404539], [10.167702, -4.804616, -0.152219], [3.736452, 7.443274, 3.659151], [-2.139108, -3.655216, -2.208189], [-5.799918, -7.549176, 8.248131], [3.992322, 11.186034, 7.689751], [3.462082, -1.736196, 7.956241], [5.571842, 12.522234, 4.253141], [-3.163378, 10.755124, -6.870559], [-6.887838, -9.730016, 8.983351], [0.172452, -2.791406, 0.900631], [9.714212, -8.728876, 4.371231], [-8.463958, -9.244856, 7.000961], [1.146872, -4.949786, 8.956211], [5.480432, 13.091134, 3.327891], [-5.359298, -1.777686, -10.701789], [-2.649058, 7.014394, -8.425629], [-0.850758, 10.126794, -7.626659], [-2.799578, -3.018296, 0.073981], [-8.502918, -1.846606, -14.748829], [-5.139528, -6.629096, 6.003221], [-6.507898, -7.530246, 7.419581], [-6.283578, -10.707276, 5.791011], [7.270472, -6.449146, 2.177041], [-3.683388, 8.776254, -8.530859], [2.820472, -2.072596, 7.141821], [-3.300248, 10.368664, -8.331389], [5.507792, 10.274704, 6.472151]],
  "forces_ev_per_a": [[-1.39, 0.01, 0.16], [-0.45, -0.09, 0.04], [-0.26, -0.64, 0.12], [-0.77, -0.33, -0.72], [-0.64, 0.60, -0.97], [0.21, -0.35, 0.35], [-1.96, -0.75, -2.55], [0.45, 0.13, -0.36], [-0.45, -0.54, 0.36], [-0.12, -0.27, -0.29], [-0.28, 0.58, -0.19], [-0.28, -0.39, -0.32], [-0.10, 0.18, -0.08], [0.23, -1.30, 0.39], [2.28, 0.13, -1.67], [0.38, -0.39, -0.19], [-0.52, -0.12, 0.49], [0.66, 0.83, 0.47], [-3.43, 1.30, 1.22], [2.87, 0.10, 1.27], [0.87, 0.53, -0.36], [0.37, 0.31, -1.36], [0.47, -0.65, -1.32], [1.35, 0.21, 1.54], [0.25, 0.68, -0.18], [0.44, 2.00, -0.49], [0.93, 0.26, 1.77], [0.21, -0.09, 0.07], [-1.27, -1.78, 0.19], [-0.15, 0.83, -0.18], [0.97, -0.33, 1.64], [0.03, -0.27, -0.03], [0.17, 0.92, 1.84], [0.00, -0.51, 2.02], [0.89, -0.03, -0.32], [-0.72, 1.01, 0.40], [0.47, 2.02, 2.63], [-1.59, -1.70, -2.45], [-0.90, 1.25, 1.46], [1.49, 0.19, 4.14], [-0.56, -0.36, -0.97], [1.33, 2.22, 1.75], [0.05, -0.83, 0.03], [-0.05, -0.28, 0.01], [-0.10, -0.53, 0.01], [-0.56, -1.06, 0.05], [0.37, -0.10, 0.64], [0.71, -0.54, 0.26], [-0.48, 0.09, -0.54], [0.28, 0.11, 0.01], [-0.39, 0.85, 0.20], [0.20, -0.09, -0.67], [0.37, 0.77, -0.06], [0.01, -1.01, 2.20], [-0.09, 0.12, -0.14], [-0.09, -0.22, -0.80], [-0.31, 1.03, 0.32], [0.30, 0.00, -0.40], [-0.25, -0.52, 0.15], [-0.65, 1.39, 1.42], [-0.28, 0.48, 0.06], [0.66, 0.46, -0.56], [-0.19, 0.50, 0.19], [-0.61, 0.35, -0.01], [0.59, -0.36, -0.01], [-0.71, 0.83, -1.17], [-0.71, 0.63, 1.06], [-0.06, 0.44, 0.31], [-0.44, -2.10, 0.87], [0.72, 4.65, 0.25], [-0.18, 0.12, -0.44], [0.80, -1.49, -0.79], [1.34, -1.92, 0.65], [-1.78, 0.05, -0.31], [-0.39, -4.03, -0.19], [-0.39, 0.84, -0.37], [-0.07, 0.19, 0.45], [0.45, 0.97, -3.10], [-0.19, -1.63, 0.09], [0.24, 0.55, -0.67], [-1.84, 1.35, -1.48], [-1.98, 0.93, -1.27], [-0.08, -2.32, 0.07], [-1.07, -0.63, -2.51], [0.40, 0.79, 0.05], [-0.40, -0.34, -0.40], [1.01, -1.69, -0.48], [1.17, -1.30, 0.42], [0.24, -0.26, 0.34], [0.40, -0.10, -0.07], [0.04, 0.64, -0.07], [0.94, 0.00, -0.49], [0.62, 0.36, -0.04], [0.40, 0.91, -0.71], [-0.14, -0.78, 0.68], [-0.26, -0.38, -3.15], [-0.77, 0.35, -2.64], [0.15, 0.00, -0.54], [0.66, 0.36, -0.47], [0.00, -1.04, -0.01], [1.42, -0.87, 1.41], [-0.06, -0.53, -0.12], [0.23, 0.09, 0.28], [0.10, 0.26, -0.70], [1.32, 0.35, 0.67], [-0.15, -0.05, 0.28], [-0.09, 0.42, 0.51], [-0.02, 0.05, -0.13], [0.54, -1.03, 0.00], [-0.53, 0.20, 0.08], [-0.39, -0.34, 0.90], [-0.40, 2.16, 0.18], [-0.65, -0.61, 1.11], [0.23, -0.84, 1.69], [-0.67, -0.23, -1.72]],
  "mulliken_charge": [-0.617, 0.340, 0.270, 0.476, 0.294, 0.379, -0.293, 0.331, 0.267, 0.348, 0.289, 0.325, 0.316, -0.639, -0.336, 0.295, 0.253, 0.298, -0.643, 0.974, 0.225, -0.633, -0.568, -0.687, 0.325, -0.666, -0.280, 0.226, -0.708, -0.690, -0.639, 0.249, -0.681, -0.553, -0.659, 0.298, -0.650, 0.983, 1.028, -0.304, 0.286, 1.033, 0.276, 0.253, 0.334, -0.658, 0.259, 0.257, 0.255, 0.250, 0.258, 1.005, 0.279, -0.545, 0.330, 0.263, -0.645, 0.362, 0.346, 1.124, 0.268, 0.344, 0.278, 0.289, 0.317, -0.365, -0.565, 0.382, -0.538, -0.249, 0.259, -0.633, -0.352, -0.666, -0.755, 0.270, 0.272, -0.697, -0.344, 0.310, -0.311, -0.263, -0.292, -0.664, 0.290, 0.291, -0.668, -0.623, 0.280, 0.285, 0.399, 0.350, 0.273, 0.282, -0.583, -0.625, -0.646, 0.299, 0.292, -0.608, -0.331, 0.234, 0.261, 0.312, 0.249, 0.300, 0.283, 0.307, -0.814, 0.339, -0.282, -0.355, -0.648, 0.967, -0.272],
  "smiles": "COP(=O)(OC)OC.COP(=O)(OC)OC.COP(=O)(OC)OC.COP(=O)(OC)OC.COP(=O)(OC)OC.O=S1(=O)CCCC1.O=S1(=O)CCCC1",
  "total_charge": 0
}

Going through the records in order, we get frontier orbital gap values of 9.206 10.389 eV.
Going through the records in order, we get max |F| values of 2.7 4.7 eV/Å.
Going through the records in order, we get E_LUMO values of 0.0201 0.0087 Ha.